1.
A molecular structure, C22H11Co2NO9S, computed with wB97M-V/def2-TZVPD.

CARTESIAN COORDINATES (ANGSTROEM)
O 4.254 1.426 -3.552
C 3.425 0.924 -2.925
Co 1.868 0.630 -1.987
C 1.345 2.284 -1.774
O 0.917 3.354 -1.667
C 0.937 0.263 -3.434
O 0.343 0.158 -4.419
C 2.166 -0.559 -0.675
C 0.887 -0.116 -0.624
C -0.399 -0.221 -0.072
C -1.495 -0.523 -1.039
C -2.835 -0.079 -0.989
C -3.770 -0.544 -1.920
C -3.389 -1.405 -2.956
C -2.059 -1.826 -3.043
C -1.131 -1.370 -2.102
Co 3.043 -1.590 -2.181
C 4.721 -1.476 -2.663
O 5.825 -1.409 -3.002
C 2.169 -2.190 -3.586
O 1.671 -2.670 -4.512
C 3.139 -3.077 -1.285
O 3.224 -4.077 -0.710
H 2.778 -0.733 0.219
H -1.654 -0.142 1.499
H -3.142 0.576 -0.178
H -4.801 -0.221 -1.804
H -4.139 -1.726 -3.688
H -1.743 -2.507 -3.838
H -0.142 -1.831 -2.104
C 0.029 1.183 5.835
C 0.540 0.602 4.673
C -0.102 0.822 3.450
C -1.164 1.745 3.386
C -1.709 2.281 4.536
C -1.103 2.005 5.768
S -2.020 1.976 1.824
O -3.375 1.444 1.970
O -1.728 3.259 1.214
N -0.673 -0.049 1.183
C 0.265 -0.028 2.268
O 1.278 -0.718 2.250
H 0.490 0.937 6.792
H 1.392 -0.074 4.705
H -2.616 2.874 4.473
H -1.520 2.416 6.684

The energy relative to the best compared isomer or geometry (same formula, charge and spin) is 0.554 eV. Its HOMO energy is -7.09 eV. The total energy is -128992.2691 eV.

=====

2.
A molecular structure, C4H2BrO2, computed with wB97M-V/def2-TZVPD.

CARTESIAN COORDINATES (ANGSTROEM)
C 1.451 -0.005 -1.589
C 0.478 0.212 -0.894
C -0.277 -0.656 1.407
C -0.565 0.194 0.044
O 0.090 0.063 2.367
O -0.385 -1.838 1.200
Br -1.093 2.075 0.564
H 2.106 0.026 -2.457
H -1.805 -0.070 -0.642

The energy relative to the best compared isomer or geometry (same formula, charge and spin) is 1.215 eV. Its net charge is -1. Its HOMO energy is -4.71 eV. The total energy is -78316.3545 eV.

=====

3.
A gas-phase ion, C2H8N3O2 (charge +1), computed with wB97M-V/def2-TZVPD.

CARTESIAN COORDINATES (ANGSTROEM)
C -1.109 -0.011 0.754
C 1.128 -0.269 -0.422
N -2.250 -0.599 1.123
N -0.405 -0.519 -0.283
N 1.312 1.193 -0.453
O -0.816 1.016 1.527
O 1.540 -1.163 -1.364
H 1.547 -0.765 0.608
H -2.511 -1.485 0.832
H -2.831 -0.188 1.813
H -0.531 -1.429 -0.568
H 1.105 1.625 -1.316
H -0.147 1.720 1.472
H 2.345 1.505 -0.269
H 1.428 -0.859 -2.233

The SMILES is N/C(O)=[NH+]/[C@H](N)O. The energy relative to the best compared isomer or geometry (same formula, charge and spin) is 1.381 eV. Its net charge is +1. Its HOMO energy is -15.03 eV. The total energy is -10762.2825 eV.